ORCA calculation (ωB97M-V/def2-TZVPD) on 14 unconnected molecules or ions with the total composition C52H79N5O9.

The geometry in XYZ format:
```
145
Properties=species:S:1:pos:R:3:forces:R:3:mulliken_charge:R:1
N 3.85671 5.80824 -5.01424 0.42 -0.13 0.32 -0.567
C 2.53982 5.50041 -5.09247 2.00 0.07 -0.17 -0.228
C 2.09924 4.20391 -5.03313 1.46 -2.23 1.72 -0.490
C 3.07955 3.19622 -4.66839 0.41 1.58 -0.94 -0.229
C 4.46180 3.53666 -4.63331 -1.31 -0.18 0.49 -0.432
C 4.81115 4.85804 -4.78975 -2.36 1.44 -0.95 -0.186
H 1.87346 6.34299 -5.20394 -0.11 0.03 -0.14 0.406
H 1.04847 3.95473 -5.01940 -0.05 -0.02 -0.20 0.432
H 2.81791 2.17270 -4.44404 -0.32 -0.02 -0.16 0.464
H 5.26145 2.85448 -4.38515 -0.27 -0.48 -0.03 0.427
H 5.82821 5.22130 -4.79514 0.11 -0.07 0.13 0.407
N -5.55929 -5.53572 -2.96306 0.22 1.52 -0.19 -0.513
C -6.60492 -5.77515 -3.76493 0.42 0.06 -0.09 -0.197
C -6.87586 -5.05112 -4.91305 0.50 1.07 -0.43 -0.322
C -6.00798 -4.01356 -5.25911 -0.18 -0.94 -0.64 -0.274
C -4.90169 -3.78322 -4.48310 0.11 0.98 1.20 -0.362
C -4.77220 -4.45283 -3.28098 -0.68 -2.47 -0.37 -0.320
H -7.25132 -6.61095 -3.54135 0.08 -0.19 0.37 0.350
H -7.70128 -5.24289 -5.58260 -0.19 -0.31 0.25 0.347
H -6.11184 -3.50319 -6.20523 -0.22 0.19 0.00 0.406
H -4.20166 -2.98261 -4.67125 0.05 0.05 -0.34 0.428
H -3.91164 -4.28688 -2.64987 -0.08 0.10 0.26 0.453
N -3.17829 1.29055 -5.13196 0.65 0.45 -1.30 -0.427
C -2.91197 1.34402 -6.45907 -1.81 -1.41 0.43 -0.222
C -3.86415 0.88976 -7.40868 -0.45 -0.03 1.41 -0.445
C -5.12665 0.49227 -6.91444 0.97 0.35 -0.04 -0.141
C -5.39916 0.58557 -5.54822 -1.02 -0.17 -0.76 -0.581
C -4.40656 0.94395 -4.69804 2.63 0.73 0.15 -0.145
H -1.91563 1.58895 -6.79627 0.13 0.30 0.27 0.370
H -3.62062 0.81889 -8.45847 -0.01 0.06 -0.04 0.365
H -5.88988 0.07711 -7.55595 -0.01 0.19 -0.25 0.409
H -6.39828 0.41877 -5.17361 -0.05 -0.34 0.00 0.371
H -4.38327 0.96914 -3.61858 -0.98 -0.16 0.15 0.452
N 4.73056 2.42246 1.82109 -0.62 -0.85 1.13 -0.420
C 5.13723 2.73574 0.59987 -0.47 0.30 0.59 -0.247
C 5.89678 3.85947 0.33404 0.39 -0.25 0.27 -0.393
C 6.42113 4.56051 1.41745 0.04 -1.03 0.78 -0.359
C 6.08300 4.14149 2.73335 -0.93 0.19 -0.94 -0.399
C 5.12971 3.11381 2.89370 1.90 0.95 -1.59 -0.240
H 4.82687 2.03896 -0.16470 -0.06 0.11 -0.30 0.460
H 6.15543 4.06681 -0.69383 0.16 0.25 0.02 0.446
H 7.21874 5.25923 1.21245 -0.21 0.47 0.28 0.412
H 6.43320 4.62625 3.63266 0.36 0.17 -0.14 0.361
H 4.89982 2.82018 3.90727 -0.59 -0.33 -0.11 0.385
N -1.50704 3.07656 4.55577 1.29 1.42 2.02 -0.464
C -2.03867 3.58586 5.71373 0.53 0.06 -0.95 -0.257
C -1.53937 4.70464 6.40904 0.79 -0.75 -1.27 -0.384
C -0.33915 5.26724 5.93350 -0.65 -0.41 0.08 -0.097
C 0.32797 4.69834 4.84656 -1.18 -0.37 -0.15 -0.704
C -0.30082 3.61563 4.20300 -1.50 -0.30 0.22 -0.162
H -2.90298 3.03471 6.05374 -0.29 0.24 0.10 0.388
H -2.04399 5.14062 7.25856 -0.08 -0.19 0.04 0.374
H 0.02507 6.15045 6.43718 0.27 0.06 -0.09 0.364
H 1.21118 5.15514 4.42505 0.18 -0.19 0.12 0.407
H 0.06016 3.09983 3.32548 0.65 0.41 -0.16 0.532
C -1.85456 -5.13674 6.69003 0.58 1.26 0.32 -0.927
C -0.74496 -5.36776 5.66280 0.91 -0.99 1.77 0.720
O 0.44742 -5.39468 5.98487 -2.08 0.35 -0.60 -0.597
C -1.21284 -5.69003 4.28877 0.64 0.22 0.16 -0.893
H -1.59000 -4.20803 7.19560 0.06 0.20 0.10 0.299
H -1.87988 -5.84862 7.51506 0.05 -0.39 -0.40 0.290
H -2.84258 -4.95300 6.26793 0.06 -0.43 -0.12 0.274
H -2.17335 -6.20483 4.31100 0.21 -0.13 -0.15 0.338
H -0.37332 -6.25207 3.87960 -0.43 -0.01 -0.65 0.281
H -1.34685 -4.72468 3.80066 0.00 -0.05 -0.43 0.215
C 0.20101 -3.12115 -4.78665 -0.47 1.93 0.91 -1.073
C 1.63065 -3.36997 -4.46922 0.88 -1.30 0.58 0.826
O 2.26817 -2.91907 -3.52811 -1.07 -0.11 -0.89 -0.584
C 2.29238 -4.25969 -5.48932 1.22 0.78 0.20 -1.089
H -0.51183 -3.93223 -4.63797 0.42 -0.26 -0.33 0.342
H 0.18799 -2.68893 -5.78721 -0.35 -0.44 -0.25 0.323
H -0.11255 -2.30588 -4.13464 -0.27 0.01 0.13 0.260
H 3.30340 -4.43890 -5.12351 -0.12 -0.65 0.01 0.320
H 2.47228 -3.59169 -6.33164 -0.26 -0.11 -0.47 0.328
H 1.74312 -5.14186 -5.81823 0.02 0.14 0.18 0.346
C -4.80132 5.58692 0.79164 0.11 1.52 -0.59 -0.964
C -5.79907 6.69316 0.30593 0.80 2.73 0.55 0.680
O -5.50325 7.89906 0.47613 -0.83 -3.27 -0.41 -0.566
C -7.09067 6.31002 -0.45776 0.85 0.04 1.34 -0.915
H -5.05983 4.94302 1.63228 -0.67 -0.17 -0.46 0.334
H -3.90656 6.10869 1.13115 -0.07 0.23 -0.06 0.286
H -4.48782 5.06919 -0.11487 -0.19 -0.60 0.17 0.283
H -7.36645 5.34225 -0.03887 -0.26 -0.24 -0.66 0.296
H -6.91749 6.32458 -1.53382 0.07 -0.36 0.08 0.263
H -7.89072 7.01614 -0.23545 0.23 0.13 0.03 0.303
C 3.14950 -0.97357 5.54263 0.67 0.11 -0.69 -1.062
C 3.61494 -0.86496 6.97391 2.32 1.15 -0.27 0.879
O 4.74416 -0.43175 7.23917 -1.77 -0.58 -0.60 -0.583
C 2.74262 -1.35550 8.04111 -0.59 -0.24 0.66 -1.026
H 3.97823 -0.66272 4.90650 0.11 -0.15 0.04 0.300
H 2.32175 -0.34511 5.21405 -0.30 0.00 0.61 0.294
H 2.90586 -2.00760 5.29866 -0.13 -0.07 0.08 0.306
H 3.15481 -1.07255 9.00969 -0.16 -0.07 -0.07 0.295
H 2.70040 -2.44152 7.95817 -0.10 -0.14 0.09 0.278
H 1.72705 -0.98349 7.90571 -0.07 -0.01 0.11 0.319
C 3.94293 -8.41836 0.29696 -0.56 0.09 -0.13 -0.938
C 2.99806 -8.06964 -0.84232 -0.52 -0.04 -1.46 0.756
O 3.14339 -8.54438 -1.96452 -0.19 0.44 1.59 -0.553
C 1.94570 -6.95676 -0.61241 0.36 -0.26 0.26 -0.885
H 4.35524 -9.42461 0.22246 0.10 0.22 -0.40 0.305
H 3.49363 -8.33533 1.28657 -0.09 0.28 -0.09 0.318
H 4.70795 -7.65070 0.18058 0.38 -0.15 0.33 0.226
H 1.18463 -6.90455 -1.39097 0.23 -0.33 -0.06 0.296
H 2.44444 -5.98763 -0.60116 0.27 0.05 -0.09 0.193
H 1.46028 -7.01476 0.36181 0.01 -0.28 0.04 0.282
C 7.98994 -2.91268 -1.31165 0.31 -0.14 -0.41 -1.026
C 6.75526 -2.07285 -1.26111 0.09 0.36 -0.32 0.723
O 6.66506 -1.10800 -1.98841 -0.36 -0.11 0.14 -0.562
C 5.75409 -2.38690 -0.18231 -0.67 0.74 -0.40 -0.861
H 8.47597 -2.84147 -2.28469 -0.14 0.14 0.01 0.319
H 7.85058 -3.96838 -1.07891 0.00 0.16 0.38 0.323
H 8.63141 -2.39320 -0.59978 0.35 -0.45 0.26 0.282
H 5.25979 -3.33789 -0.38075 0.33 -0.25 0.33 0.251
H 4.96637 -1.63451 -0.22121 0.05 0.08 -0.01 0.215
H 6.22369 -2.30833 0.79820 0.02 -0.48 0.02 0.338
C 0.27810 8.27098 0.20633 -0.28 -0.20 -0.88 -1.092
C 0.45844 6.91715 -0.49567 -1.02 -0.28 -0.43 0.752
O -0.46633 6.39898 -1.09448 0.51 0.28 0.40 -0.590
C 1.82788 6.24649 -0.48991 -0.48 0.50 0.53 -0.827
H 1.05923 8.92279 -0.18492 0.41 0.08 0.72 0.355
H 0.20633 8.17457 1.28968 0.67 0.04 0.02 0.280
H -0.64375 8.77064 -0.09139 -0.20 -0.48 -0.20 0.326
H 2.24411 6.31050 -1.49527 0.15 0.12 0.06 0.242
H 1.72970 5.19093 -0.23642 -0.09 0.05 -0.02 0.260
H 2.44753 6.75055 0.25175 0.35 -0.15 -0.22 0.287
C -5.81298 -1.07486 2.81665 -0.30 -0.44 0.74 -1.020
C -6.19319 -2.51024 3.13915 -1.70 -0.12 -0.71 0.836
O -7.33144 -2.82220 3.47479 1.51 0.39 -0.07 -0.563
C -5.14402 -3.54623 2.84611 0.28 -0.92 0.72 -1.014
H -5.61080 -0.98030 1.74975 0.22 0.01 0.07 0.296
H -4.92573 -0.86455 3.41386 0.21 0.33 -0.29 0.314
H -6.61703 -0.39890 3.10763 0.05 -0.09 -0.06 0.279
H -4.27588 -3.45824 3.49933 0.25 0.59 -0.12 0.232
H -4.80976 -3.53290 1.80871 -0.02 0.20 0.03 0.318
H -5.48967 -4.54778 3.10209 -0.47 0.06 -0.31 0.322
C -0.55791 1.17924 -0.51417 -0.54 0.50 -0.78 -1.051
C -0.92451 -0.20917 -0.12315 0.93 -1.62 -0.65 0.886
O -1.90341 -0.81271 -0.51545 0.09 0.74 0.21 -0.617
C 0.08272 -0.93372 0.75849 -0.26 -0.18 0.16 -1.010
H -0.94198 1.78879 0.30377 0.29 0.51 -0.08 0.242
H -1.03174 1.46429 -1.45350 -0.55 -0.01 0.22 0.301
H 0.49646 1.35444 -0.72799 0.12 -0.24 0.73 0.337
H -0.22957 -0.77250 1.79028 0.15 0.03 0.20 0.273
H 1.11659 -0.60897 0.64120 -0.15 0.21 -0.02 0.302
H 0.02618 -2.00455 0.56301 -0.10 0.06 -0.01 0.335
```
Forces are in eV/Å.

Properties
Relative energy (zero: lowest compared OMol25 entry of this formula, charge and spin), eV: 0.000
HOMO-LUMO gap, eV: 9.521
Lowest unoccupied orbital energy, eV: 0.052
E_HOMO, hartree: -0.3480